ORCA calculation (ωB97M-V with the def2-TZVPD basis set) on a structure of composition C30H32MnN7O3.

The value obtained for the highest occupied orbital energy (spin up / spin down) is -7.959 / -7.959 eV. As for the spin multiplicity: 5. The calculation puts the energy above the lowest of the compared OMol25 structures with the same formula, charge and spin at 0.000 eV. Its expectation value of S² is 6.391.

Each line ends with the Mulliken charge.
Geometry (Å):
H1 0.98 -4.58 0.13  0.50
H2 5.26 2.05 -0.66  0.36
C1 -2.47 -0.09 -2.26  -1.33
H3 1.65 2.15 -0.75  -0.36
O1 -0.21 -4.22 4.31  -0.73
H4 0.27 -1.61 -3.67  0.40
H5 1.45 1.77 0.98  0.30
C2 -1.65 2.87 0.12  -0.77
H6 -2.39 0.61 -3.09  0.35
H7 -2.22 4.79 0.88  0.48
O2 0.22 1.20 -2.47  -0.41
H8 -4.90 -1.17 1.54  0.44
C3 -1.64 1.99 2.68  -0.81
C4 0.44 -2.32 -2.86  -0.37
H9 2.53 -1.67 0.64  0.16
H10 5.76 -0.14 0.15  0.35
C5 2.55 -0.60 0.88  -0.82
C6 -0.94 -0.93 3.02  -0.76
C7 1.04 -3.54 -3.08  -0.82
C8 1.24 -4.37 -1.99  -0.75
C9 -3.80 -0.74 -0.25  -0.02
H11 3.36 1.41 2.35  0.34
H12 -4.07 2.09 -2.09  0.44
H13 4.71 -1.51 -0.29  0.34
C10 -0.96 -0.28 1.80  -0.18
C11 -4.25 1.38 -1.29  -0.27
C12 2.06 1.59 0.09  -0.47
C13 -5.41 0.75 0.73  -0.42
H14 -5.73 2.59 -0.33  0.42
H15 -3.26 -1.68 -0.23  0.32
H16 3.83 2.32 -1.68  0.34
H17 4.98 1.52 1.66  0.34
C14 -3.54 0.18 -1.28  0.73
N1 3.43 2.02 0.35  0.09
H18 1.94 -0.43 1.77  0.08
H19 0.02 3.27 -2.55  0.38
C15 4.73 -0.44 -0.05  -0.75
C16 -0.56 -2.26 3.07  -1.23
C17 -0.21 -2.17 0.72  -0.41
C18 2.83 -0.08 -1.43  -0.84
H20 0.13 -3.92 1.97  0.74
C19 -0.55 -3.03 4.42  0.31
C20 -0.01 2.38 -3.19  -1.10
H21 -0.99 2.37 -3.69  0.23
H22 -6.13 0.98 1.50  0.42
C21 0.83 -3.95 -0.74  -0.77
H23 -1.65 3.18 -0.92  0.29
H24 1.71 -5.34 -2.12  0.46
H25 -2.21 3.98 3.25  0.47
C22 0.24 -2.71 -0.60  0.60
H26 -1.22 -0.46 3.96  0.80
Mn1 -0.68 0.14 -1.22  0.66
N2 1.98 0.15 -0.25  1.49
N3 0.05 -1.92 -1.65  0.57
C23 -1.33 1.16 1.62  0.25
O3 -0.93 -2.35 5.39  -0.73
N4 4.22 0.32 -1.20  0.04
H27 2.81 -1.15 -1.66  0.41
N5 -1.34 1.61 0.36  1.37
C24 -4.72 -0.45 0.74  -0.73
C25 -1.97 3.77 1.12  -0.87
N6 -0.60 -0.90 0.68  2.33
N7 3.93 -0.22 1.16  0.16
H28 -2.38 -1.13 -2.57  0.31
C26 -1.97 3.31 2.43  -0.78
H29 1.35 -3.82 -4.08  0.45
C27 4.23 1.74 -0.84  -0.59
H30 -1.63 1.60 3.69  0.53
H31 2.42 0.48 -2.27  -0.12
H32 0.74 2.51 -3.97  0.26
C28 -0.18 -2.89 1.90  -0.74
C29 -5.18 1.66 -0.30  -0.69
C30 3.96 1.22 1.46  -0.67

ORCA calculation (ωB97M-V with the def2-TZVPD basis set) on a structure of composition C28H25BrFeSi.

The value obtained for the highest occupied orbital energy (spin up / spin down) is -0.267 / -4.766 eV. As for the spin multiplicity: 6. The calculation puts the energy above the lowest of the compared OMol25 structures with the same formula, charge and spin at 0.000 eV. Its expectation value of S² is 8.782. As for the net charge: -1.

Each line ends with the Mulliken charge.
Geometry (Å):
H1 4.06 -1.45 2.75  0.37
H2 1.55 -3.37 0.46  0.41
C1 2.05 1.72 -2.27  -0.91
C2 2.23 -1.10 1.66  -0.21
H3 -2.83 -4.78 2.67  0.36
C3 -4.14 -3.10 2.31  -0.66
H4 -2.65 3.94 0.30  0.48
H5 0.24 5.38 -2.67  0.58
H6 0.23 -2.69 -4.29  0.36
H7 1.88 3.79 -3.16  0.48
C4 2.06 3.60 -0.92  -0.75
H8 -3.19 -0.13 0.94  0.15
H9 -0.83 -3.68 1.70  0.15
C5 1.19 -0.17 4.08  -0.57
C6 1.94 3.15 -2.28  -0.71
C7 -4.23 -1.79 1.83  -0.48
C8 0.40 -0.16 2.93  -0.73
Si1 -0.35 -1.15 0.44  -0.30
C9 -2.91 -3.77 2.27  -0.53
C10 3.03 -1.10 2.81  -0.90
H10 -1.61 3.88 -3.96  0.38
H11 -0.69 -1.20 -2.54  0.30
H12 2.45 2.46 0.98  0.43
H13 -5.03 -3.60 2.71  0.31
H14 -3.38 2.98 -2.13  0.50
C11 -2.48 3.55 -1.91  -0.75
C12 -3.10 -1.16 1.29  -0.50
H15 2.66 -1.43 0.71  0.44
H16 2.06 1.08 -3.15  0.41
C13 0.88 -0.72 1.74  1.27
C14 -1.56 4.04 -2.88  -0.09
C15 0.37 -2.17 -0.92  0.93
Br1 -1.20 0.78 -0.54  -0.01
C16 2.26 1.31 -0.93  -0.20
H17 1.84 -4.51 -3.69  0.34
C17 1.79 -4.03 -1.58  -0.69
H18 2.49 0.29 -0.62  0.52
C18 1.26 -3.21 -0.58  -0.12
H19 -0.62 0.24 2.97  0.33
C19 -0.93 4.89 -0.81  -0.35
H20 2.09 4.64 -0.59  0.49
C20 1.43 -3.85 -2.91  -0.44
C21 0.53 -2.83 -3.25  -0.64
H21 3.11 -0.72 4.94  0.34
C22 -0.58 4.83 -2.20  -0.78
C23 -2.11 4.07 -0.63  -0.59
C24 2.26 2.45 -0.09  -0.42
H22 2.50 -4.81 -1.30  0.36
C25 2.50 -0.67 4.03  -0.47
C26 -1.88 -1.85 1.20  0.84
H23 -0.44 5.48 -0.04  0.40
H24 0.79 0.21 5.02  0.37
Fe1 -0.42 2.85 -1.27  0.30
C27 -1.78 -3.15 1.72  -0.67
H25 -5.18 -1.25 1.88  0.35
C28 0.00 -2.00 -2.26  -0.49

ORCA calculation (ωB97M-V with the def2-TZVPD basis set) on a cluster of 2 separate species, CH5FSi in total.

The value obtained for the highest occupied orbital energy is -8.789 eV. The calculation puts the energy above the lowest of the compared OMol25 structures with the same formula, charge and spin at 2.272 eV.

Each line ends with the Mulliken charge.
Geometry (Å):
C1 1.35 0.55 0.13  -0.40
H1 1.40 1.06 -0.80  0.25
F1 2.11 -0.59 -0.04  -0.25
H2 -2.16 0.70 0.52  -0.08
H3 -1.56 -0.70 -1.41  -0.11
H4 1.63 0.91 1.09  0.24
Si1 -1.25 -0.38 -0.08  0.45
H5 -1.52 -1.56 0.59  -0.11

energy above the lowest of the compared OMol25 structures with the same formula, charge and spin of number 2 (C28H25BrFeSi)?
0.000 eV

Number 2 is which compound?
C28H25BrFeSi